(1)
The following is a DFT calculation (the ωB97M-V functional and the def2-TZVPD basis) of 2 unconnected molecules or ions with the total composition C2H8S4.

Properties
HOMO energy = -8.34 eV
gap between HOMO and LUMO = 8.45 eV
F_max = 1.67 eV Å⁻¹
structure (SMILES) = CSS.CSS
relative energy (zero: lowest compared OMol25 entry of this formula, charge and spin) = 0.688 eV

Last column: Mulliken charge in e.
Geometry (Å):
1 C -0.3320 -1.9999 -1.4581  -0.7237
2 S -1.9746 -1.8326 -0.8569  -0.0428
3 S -2.5629 0.1061 -1.0913  -0.2038
4 H 0.2465 -1.0793 -1.5353  0.2216
5 H -0.2785 -2.4235 -2.4659  0.3387
6 H 0.1887 -2.6630 -0.7691  0.2609
7 H -1.9455 0.6650 -0.0195  0.1496
8 C 0.9319 1.9655 0.3913  -0.4054
9 S 1.1695 1.6877 2.1553  -0.0577
10 S 0.9460 -0.4399 2.1848  -0.1263
11 H 0.4795 1.1442 -0.1564  -0.1393
12 H 1.8125 2.2537 -0.1947  0.3303
13 H 0.3017 2.8554 0.3013  0.2719
14 H 1.0172 -0.2392 3.5144  0.1259

***

(2)
The following is a DFT calculation (the ωB97M-V functional and the def2-TZVPD basis) of 5 unconnected molecules or ions with the total composition C5H20NO5.

Properties
HOMO energy = -5.08 eV
gap between HOMO and LUMO = 8.54 eV
F_max = 2.33 eV Å⁻¹
relative energy (zero: lowest compared OMol25 entry of this formula, charge and spin) = 0.000 eV
net charge = -1

Last column: Mulliken charge in e.
Geometry (Å):
1 C 1.6070 1.3620 -2.6891  -1.6829
2 C 1.1589 0.7984 -1.3673  0.7152
3 C 1.8422 1.5168 -0.1893  -0.5763
4 C 3.1162 0.8696 0.3028  -1.3712
5 N -0.3250 0.9611 -1.2596  -0.5753
6 C -1.0318 -0.3245 -1.2284  -0.6608
7 O -0.8352 -0.9778 -0.0206  -0.5490
8 H 1.1540 2.3216 -2.8534  0.4179
9 H 2.7003 1.3835 -2.7705  0.3112
10 H 1.1893 0.8687 -3.5741  0.3796
11 H 1.2496 -0.2729 -1.1814  0.2823
12 H 2.0313 2.5642 -0.4839  0.3599
13 H 1.1248 1.7118 0.6128  0.3364
14 H 3.0576 -0.1614 0.6555  0.3181
15 H 3.4853 1.3824 1.1942  0.3926
16 H 3.8703 0.9154 -0.4566  0.3553
17 H -0.5767 1.3953 -0.3785  0.2837
18 H -2.0844 -0.0453 -1.4044  0.2030
19 H -0.6968 -0.9579 -2.0673  0.3796
20 H -2.0228 -0.8376 0.7437  0.4088
21 H -3.5993 -0.3583 0.6706  0.2418
22 O -2.9259 -0.6507 1.2867  -0.8148
23 H 0.8829 -3.2480 -0.5322  0.2747
24 H -0.5347 -2.6330 -0.4706  0.3593
25 O -0.0001 -3.3563 -0.8951  -0.7059
26 H -0.8720 1.0331 2.7234  0.3346
27 H -2.2082 0.6353 2.2234  0.4191
28 O -1.7620 1.3902 2.6715  -0.7446
29 H -0.8247 -1.5400 2.3955  0.3035
30 H -0.1162 -0.6665 1.4300  0.4013
31 O -0.1480 -0.8523 2.3870  -0.7968

***

(3)
The following is a DFT calculation (the ωB97M-V functional and the def2-TZVPD basis) of a single C5H10N2O molecule.

Properties
HOMO energy = -7.34 eV
gap between HOMO and LUMO = 8.12 eV
F_max = 4.32 eV Å⁻¹
structure (SMILES) = N/C=C(\N)CCC=O
relative energy (zero: lowest compared OMol25 entry of this formula, charge and spin) = 2.571 eV

Last column: Mulliken charge in e.
Geometry (Å):
1 N -1.4956 -0.4850 -2.3666  -0.5181
2 C -1.0860 0.1856 -1.1810  -0.4470
3 C 0.1757 0.5109 -0.7838  0.4662
4 N 1.3932 0.3421 -1.4900  -0.5784
5 C 0.2479 1.0108 0.6800  -0.9678
6 C -0.3365 0.0061 1.6726  -0.1369
7 C 0.8519 -0.7508 2.2821  -0.0724
8 O 0.8291 -1.9759 2.5718  -0.5161
9 H -2.3705 -0.9619 -2.4441  0.2035
10 H -0.7668 -0.9384 -2.8861  0.1376
11 H -1.9074 0.5713 -0.5772  0.3668
12 H 1.3228 0.0011 -2.5302  0.2329
13 H 2.2509 -0.2159 -1.0198  0.2289
14 H 1.3120 1.2477 1.0339  0.4506
15 H -0.2918 1.9799 0.8866  0.2410
16 H -0.9083 0.3023 2.5711  0.4244
17 H -0.9821 -0.7508 1.0818  0.2185
18 H 1.7615 -0.0791 2.4992  0.2664

***

(4)
The following is a DFT calculation (the ωB97M-V functional and the def2-TZVPD basis) of 7 unconnected molecules or ions with the total composition C24H68N6O7.

Properties
HOMO energy = -8.62 eV
gap between HOMO and LUMO = 9.19 eV
F_max = 10.38 eV Å⁻¹
relative energy (zero: lowest compared OMol25 entry of this formula, charge and spin) = 14.396 eV

Last column: Mulliken charge in e.
Geometry (Å):
1 C -5.0761 -3.0889 -0.9597  -1.1683
2 C -3.9472 -2.0538 -0.8015  0.0470
3 C -4.5416 -0.6889 -0.3161  -0.8136
4 O -5.4887 -0.1501 -1.2844  -0.3973
5 C -6.1805 1.0311 -0.7609  -0.8216
6 N -2.9398 -2.5467 0.0568  0.1584
7 H -2.4364 -3.1682 -0.5449  0.4778
8 H -2.2086 -1.6788 0.0942  -0.8818
9 H -3.2863 -2.8230 0.9947  0.4233
10 H -5.6559 -3.0063 0.0591  0.3130
11 H -4.7132 -4.1759 -1.3375  0.3156
12 H -5.8719 -2.6597 -1.6321  0.3308
13 H -3.2663 -1.6049 -1.6018  0.2931
14 H -3.9036 0.0691 0.0028  0.2865
15 H -4.8142 -1.0238 0.6172  0.7416
16 H -6.8255 0.4631 -0.1881  0.4551
17 H -6.3659 1.6657 -1.7076  0.2010
18 H -5.5196 1.6751 -0.1303  0.2547
19 O -1.2919 -0.5189 0.2732  1.5975
20 H -0.4175 -0.2819 0.1507  -0.6670
21 C -0.2088 0.1349 -4.4746  -1.7243
22 C -0.7045 0.3557 -3.1059  1.3204
23 C -2.1754 1.0347 -3.2949  -0.6879
24 O -2.0077 2.3330 -3.8424  -0.4164
25 C -3.1275 3.0673 -3.8654  -0.6597
26 N -0.8807 -1.0103 -2.3856  -0.2927
27 H -0.2314 1.1615 -5.0072  0.2908
28 H -0.8795 -0.4053 -5.1091  0.3495
29 H 0.6730 -0.4591 -4.3844  0.4466
30 H -0.0227 0.8894 -2.5164  0.0240
31 H -2.6552 1.1588 -2.2349  -0.2979
32 H -2.6706 0.3900 -3.8435  0.9687
33 H -3.4389 3.0708 -2.8985  0.2329
34 H -3.7633 2.2331 -4.4586  0.3133
35 H -2.9620 4.1007 -4.3341  0.1916
36 H 0.0934 -1.3803 -2.2964  0.1852
37 H -1.2929 -0.8481 -1.4273  -0.6116
38 C -1.4767 -0.4928 5.3747  -1.7031
39 C -1.1038 -0.0099 3.9157  0.7461
40 C 0.1836 -0.7118 3.4350  0.0361
41 O 1.1541 -0.3142 4.4169  -0.4752
42 C 2.5675 -0.5511 4.0915  -0.7127
43 N -2.0566 -0.4567 2.9645  -0.5197
44 H -2.3687 -0.2308 5.5585  0.6235
45 H -0.6242 -0.3518 5.9672  0.3923
46 H -1.7433 -1.6667 5.3619  0.2260
47 H -1.0538 1.0406 3.9009  -0.0698
48 H 0.2476 -0.3518 2.3458  -0.4920
49 H 0.2871 -1.7296 3.6128  0.7437
50 H 2.9765 -1.5572 4.0756  0.3585
51 H 3.3268 -0.1456 4.9343  0.2659
52 H 2.7732 0.0385 3.1856  0.1587
53 H -1.4634 -0.4810 2.0355  -0.3171
54 H -2.8173 0.2126 2.7557  0.3826
55 C 6.3266 1.1046 -1.6750  -1.5252
56 C 5.4033 0.1146 -2.3152  0.2062
57 C 3.9051 0.5683 -2.3571  -0.9255
58 O 3.5786 0.5220 -0.9394  -0.2135
59 C 2.2634 0.8280 -0.6177  -0.2254
60 N 5.8966 -0.1248 -3.6568  -0.7397
61 H 5.8580 1.4671 -0.7320  0.2804
62 H 6.4250 1.9998 -2.1823  0.4402
63 H 7.3883 0.6502 -1.6072  0.3214
64 H 5.5055 -0.8178 -1.9045  0.4119
65 H 3.2962 -0.2032 -3.0082  0.0689
66 H 3.7896 1.3896 -2.7871  0.7839
67 H 1.6478 0.1023 -1.2838  -0.2180
68 H 2.0175 1.7708 -0.9480  0.6779
69 H 2.0509 0.6013 0.4545  -0.1450
70 H 5.4633 -1.0409 -4.0167  0.3329
71 H 6.8562 -0.6351 -3.2831  0.3798
72 C -1.4729 4.8425 0.4126  -1.6927
73 C -0.9827 3.3967 0.4745  0.8842
74 C -0.2614 3.0152 1.9452  0.8425
75 O 0.9849 3.7523 1.9699  -0.3368
76 C 1.5944 3.8166 3.2001  -0.9007
77 N -2.0535 2.4135 0.1958  -0.4505
78 H -2.3147 5.0281 0.9563  0.4381
79 H -1.6178 4.8779 -0.6652  0.4059
80 H -0.7518 5.6707 0.5508  0.3252
81 H -0.0919 3.4119 -0.2962  -0.1490
82 H -0.2839 1.9601 1.9067  -0.8245
83 H -1.0387 3.3169 2.7803  0.2916
84 H 1.9804 2.8996 3.6397  0.1919
85 H 1.0414 4.4818 3.8157  0.3867
86 H 2.3980 4.3971 2.9291  0.4220
87 H -1.5846 1.5015 0.3324  -0.1342
88 H -2.0680 2.4225 -0.8285  0.0355
89 C 2.0072 -4.5234 -0.4769  -1.4261
90 C 1.5281 -3.7011 0.6777  0.2962
91 C 2.4782 -2.5026 0.8568  0.3771
92 O 3.6024 -3.1572 1.4328  -0.4289
93 C 4.6585 -2.2823 1.3350  -0.2907
94 N 0.1115 -3.2140 0.3954  -0.5790
95 H 3.0130 -5.0451 -0.1186  0.2044
96 H 1.9874 -4.2973 -1.5725  0.2441
97 H 1.2680 -5.2027 -0.8990  0.4103
98 H 1.4522 -4.2119 1.6499  0.4899
99 H 1.8859 -1.8845 1.5781  -0.2394
100 H 2.4433 -2.0673 -0.1257  0.1119
101 H 4.7543 -1.6446 0.3844  -0.0747
102 H 5.5199 -2.9094 1.8654  0.3087
103 H 4.5615 -1.4309 2.0653  0.1286
104 H -0.1650 -2.3291 -0.2128  0.1098
105 H -0.0586 -2.6005 1.2681  0.2890

***

(5)
The following is a DFT calculation (the ωB97M-V functional and the def2-TZVPD basis) of a single CH3Cl2P molecule.

Properties
HOMO energy = -8.35 eV
gap between HOMO and LUMO = 8.72 eV
F_max = 2.73 eV Å⁻¹
structure (SMILES) = ClC=[PH2]Cl
relative energy (zero: lowest compared OMol25 entry of this formula, charge and spin) = 3.730 eV

Last column: Mulliken charge in e.
Geometry (Å):
1 Cl -2.4550 -0.0936 0.0191  -0.1987
2 C -0.8754 -0.8813 -0.1298  -0.3649
3 P 0.4469 0.2764 0.1953  0.2736
4 Cl 2.0970 -0.7037 0.0453  -0.1374
5 H -0.8103 -1.0634 -1.1982  0.2116
6 H 1.0253 1.5466 -0.4506  0.0806
7 H 0.5716 0.9190 1.5189  0.1352

***

(6)
The following is a DFT calculation (the ωB97M-V functional and the def2-TZVPD basis) of a molecular structure, C19H23NO7PPtS2.

Properties
spin multiplicity = 6
HOMO energy (spin up / spin down) = -11.77 / -14.78 eV
gap between HOMO and LUMO (spin up / spin down) = 5.56 / 4.55 eV
F_max = 3.09 eV Å⁻¹
expectation value of S² = 8.786
relative energy (zero: lowest compared OMol25 entry of this formula, charge and spin) = 0.000 eV
net charge = +2

Last column: Mulliken charge in e.
Geometry (Å):
1 Pt 0.0008 -0.2597 0.6634  1.0382
2 O -2.3606 1.1434 4.6122  -0.4549
3 C -1.3893 1.1263 3.6629  0.2191
4 O -1.2502 2.0417 2.8649  -0.5746
5 C -0.4929 -0.0751 3.7889  0.7464
6 C -0.2738 -0.4004 5.0956  -0.6110
7 C 0.7944 -1.2966 5.3733  -0.8930
8 C 1.5256 -1.7278 4.2778  -0.7721
9 C 1.1669 -1.3973 2.9660  0.9485
10 N 0.1023 -0.5968 2.6840  -0.2504
11 C 2.0197 -1.8177 1.8284  0.6501
12 O 3.2699 -2.2661 2.1010  -0.4455
13 O 1.5826 -1.7259 0.6615  -0.6516
14 H -2.8549 1.9799 4.5350  0.3761
15 H -0.9154 0.0252 5.9158  0.4282
16 H 1.1206 -1.5657 6.3728  0.4534
17 H 2.4934 -2.2435 4.3764  0.2155
18 H 3.4752 -2.2359 3.0704  0.3301
19 C -3.5375 -0.0994 -3.0208  -1.0562
20 C -2.1603 -0.1360 -2.3463  -0.2193
21 O -2.0041 1.0442 -1.5124  -0.1484
22 P -1.7214 1.0194 0.0498  0.5354
23 S 0.0629 3.4658 -0.9811  0.2634
24 S -1.2579 3.1288 0.3298  0.2081
25 O -3.2020 1.1239 0.6670  -0.1944
26 C -4.0454 2.1054 0.0326  -0.3766
27 C -5.4186 1.5006 0.0868  -1.4540
28 H -3.9263 -1.1220 -3.1908  0.3167
29 H -3.4474 0.4022 -4.0068  0.3247
30 H -4.2345 0.5004 -2.4435  0.2020
31 H -1.3777 -0.0978 -3.1352  0.2370
32 H -1.9166 -1.0526 -1.8427  0.4283
33 H -3.7617 2.3802 -0.9978  0.4742
34 H -4.0675 3.0597 0.5904  0.4096
35 H -5.3693 0.4558 -0.3022  0.3581
36 H -6.0937 2.1604 -0.4442  0.3797
37 H -5.7412 1.5193 1.1308  0.4002
38 C 2.8284 1.2730 -0.6000  -1.4605
39 C 2.1539 0.1556 -1.3394  1.3906
40 O 0.8953 -0.0516 -1.2483  -0.8340
41 C 2.8967 -0.5670 -2.3793  0.6675
42 C 4.2139 -0.2198 -2.8116  -0.2846
43 C 4.8123 -0.9656 -3.8298  -0.7828
44 C 4.1880 -2.0851 -4.3526  -0.3293
45 C 2.9211 -2.4709 -3.9024  -0.6862
46 C 2.2552 -1.6950 -2.9790  -0.3476
47 H 2.1436 1.8604 0.0084  0.2611
48 H 3.3328 1.8599 -1.3938  0.4916
49 H 3.6638 0.8164 0.0522  0.3619
50 H 4.7779 0.6096 -2.3610  0.2943
51 H 5.8016 -0.6712 -4.2136  0.3930
52 H 4.6982 -2.6814 -5.1159  0.4071
53 H 2.4338 -3.3681 -4.3462  0.3638
54 H 1.1895 -1.8656 -2.7013  0.2534

***

Repeat the fifth record exactly.
The following is a DFT calculation (the ωB97M-V functional and the def2-TZVPD basis) of a single CH3Cl2P molecule.

Properties
HOMO energy = -8.35 eV
gap between HOMO and LUMO = 8.72 eV
F_max = 2.73 eV Å⁻¹
structure (SMILES) = ClC=[PH2]Cl
relative energy (zero: lowest compared OMol25 entry of this formula, charge and spin) = 3.730 eV

Last column: Mulliken charge in e.
Geometry (Å):
1 Cl -2.4550 -0.0936 0.0191  -0.1987
2 C -0.8754 -0.8813 -0.1298  -0.3649
3 P 0.4469 0.2764 0.1953  0.2736
4 Cl 2.0970 -0.7037 0.0453  -0.1374
5 H -0.8103 -1.0634 -1.1982  0.2116
6 H 1.0253 1.5466 -0.4506  0.0806
7 H 0.5716 0.9190 1.5189  0.1352

***

- Among the records above, which one has the highest relative energy (zero: lowest compared OMol25 entry of this formula, charge and spin)?
  C24H68N6O7

***

- Which value of F_max does entry 3 give?
  4.32 eV Å⁻¹

***

- Which value of F_max does entry 6 give?
  3.09 eV Å⁻¹